{"formula": "C38H63IrN7O3SSbSi3", "method": "ωB97M-V/def2-TZVPD", "energy_ha": -3705.77296, "multiplicity": 2, "gap_ev": [4.2, 4.6], "s_squared": 0.807, "charge": -1, "de_lowest_ev": 8.8016, "species": ["Ir", "C", "Sb", "C", "C", "C", "C", "C", "C", "N", "Si", "C", "C", "C", "C", "C", "C", "C", "C", "C", "N", "Si", "C", "C", "C", "Si", "C", "C", "C", "H", "H", "H", "H", "H", "H", "H", "H", "H", "H", "H", "H", "H", "H", "H", "H", "H", "H", "H", "H", "H", "H", "H", "H", "H", "H", "H", "H", "H", "H", "H", "H", "H", "H", "H", "H", "H", "H", "C", "C", "C", "C", "N", "N", "H", "H", "H", "H", "H", "H", "H", "H", "H", "H", "H", "H", "O", "N", "C", "C", "C", "C", "C", "H", "H", "H", "H", "H", "C", "O", "C", "O", "H", "H", "H", "C", "C", "C", "C", "N", "C", "S", "N", "H", "H", "H", "H", "H"], "coordinates": [[0.112, -0.065, 0.443], [3.826, -2.695, 1.082], [2.686, -0.854, 0.721], [0.925, -2.081, 0.028], [2.467, -1.770, -1.960], [2.083, -1.323, -3.332], [2.845, -1.628, -4.406], [3.996, -2.421, -4.246], [4.289, -2.888, -2.966], [3.587, -2.676, -1.890], [-0.214, -3.400, 0.811], [-0.841, -2.953, 2.563], [0.809, -5.015, 0.981], [-1.806, -3.716, -0.198], [2.311, 0.749, 3.397], [0.877, 1.052, 3.422], [0.425, 2.067, 4.257], [-0.938, 2.330, 4.410], [-1.838, 1.492, 3.743], [-1.342, 0.508, 2.926], [-0.012, 0.307, 2.701], [3.466, 2.124, 2.861], [5.242, 1.531, 2.477], [2.863, 2.972, 1.251], [3.696, 3.526, 4.171], [2.807, -0.552, 4.646], [2.433, 0.056, 6.440], [4.662, -0.989, 4.576], [1.888, -2.218, 4.499], [3.503, -3.448, 0.371], [3.670, -3.017, 2.106], [4.877, -2.475, 0.918], [1.212, -0.700, -3.414], [2.544, -1.274, -5.383], [4.622, -2.683, -5.084], [5.166, -3.516, -2.818], [-0.426, -2.028, 2.940], [-0.604, -3.746, 3.264], [-1.920, -2.847, 2.544], [1.551, -4.936, 1.769], [1.321, -5.254, 0.057], [0.156, -5.848, 1.219], [-2.118, -2.806, -0.698], [-2.626, -4.031, 0.442], [-1.668, -4.468, -0.966], [1.146, 2.617, 4.838], [-1.282, 3.129, 5.050], [-2.903, 1.616, 3.872], [-2.007, -0.166, 2.405], [5.213, 0.617, 1.891], [5.825, 1.343, 3.370], [5.777, 2.276, 1.896], [2.204, 2.304, 0.701], [3.699, 3.210, 0.598], [2.333, 3.897, 1.455], [3.960, 3.100, 5.134], [2.790, 4.108, 4.308], [4.485, 4.217, 3.889], [3.017, 0.934, 6.699], [2.641, -0.711, 7.180], [1.384, 0.326, 6.530], [5.287, -0.153, 4.860], [4.943, -1.291, 3.575], [4.889, -1.811, 5.247], [0.882, -2.149, 4.900], [2.407, -3.002, 5.044], [1.808, -2.524, 3.463], [-0.303, 5.208, 1.736], [-1.005, 4.721, 0.455], [-0.942, 5.816, -0.614], [-2.465, 4.382, 0.776], [-0.377, 3.534, -0.135], [-0.506, 2.342, 0.632], [-0.843, 6.053, 2.157], [0.714, 5.528, 1.517], [-0.264, 4.421, 2.487], [-1.435, 6.722, -0.265], [-1.430, 5.471, -1.522], [0.091, 6.058, -0.851], [-3.031, 5.291, 0.961], [-2.533, 3.752, 1.662], [-2.910, 3.854, -0.063], [0.608, 3.700, -0.319], [-1.489, 2.066, 0.571], [-0.291, 2.516, 1.616], [-2.028, 0.089, -0.235], [-2.316, 0.070, -1.552], [-1.269, -0.215, -2.446], [-1.280, 0.415, -3.845], [-3.220, -0.097, -4.399], [-4.033, -0.332, -3.186], [-3.600, -0.180, -1.920], [-0.318, -0.085, -1.906], [-0.324, 0.862, -4.124], [-3.833, -0.147, -5.301], [-5.074, -0.563, -3.335], [-4.281, -0.256, -1.085], [1.089, -4.147, -2.948], [0.742, -3.570, -1.712], [1.316, -2.452, -1.222], [2.835, -0.611, -1.252], [0.564, -5.103, -2.967], [2.165, -4.314, -3.029], [0.749, -3.529, -3.782], [-0.559, -0.716, -7.974], [-1.233, -0.262, -6.706], [-1.625, 1.100, -6.608], [-2.194, 1.758, -5.546], [-2.459, 1.198, -4.263], [-1.829, -0.833, -4.549], [-1.439, -1.958, -3.151], [-1.392, -1.206, -5.799], [-1.198, -0.568, -8.846], [-0.312, -1.771, -7.886], [0.362, -0.154, -8.135], [-1.460, 1.690, -7.506], [-2.490, 2.794, -5.638]], "atomic_forces_ev_per_a": [[0.05, 0.67, -1.00], [0.12, 0.50, 0.39], [-1.25, -0.63, -0.83], [-1.74, 0.37, 1.57], [0.68, -0.49, -1.67], [-0.16, -0.06, 0.10], [0.05, -0.04, 0.40], [0.36, -0.31, -0.27], [0.12, 0.15, -0.77], [-0.56, -0.59, 0.61], [-0.13, -0.39, 0.40], [0.28, -0.01, -0.59], [-0.43, 0.57, -0.09], [0.65, 0.12, 0.25], [0.96, -0.41, -0.01], [1.04, -0.75, -0.38], [-1.59, 0.89, 0.47], [0.80, -0.60, -0.38], [-0.10, 0.47, 0.33], [0.69, -0.28, -0.12], [-0.95, 0.36, 0.42], [-0.08, -0.11, 0.49], [-0.62, 0.05, 0.14], [0.05, -0.35, 0.45], [-0.08, -0.44, -0.51], [-0.05, 0.46, 0.02], [0.19, -0.31, -0.62], [-0.61, 0.24, 0.01], [0.25, 0.62, 0.01], [-0.10, 0.28, -0.10], [-0.06, 0.07, 0.25], [0.07, 0.05, -0.02], [-0.23, 0.08, -0.08], [0.03, 0.09, -0.15], [0.09, -0.05, -0.06], [0.09, -0.04, -0.06], [0.12, 0.09, 0.06], [0.10, -0.20, 0.16], [-0.29, 0.04, -0.08], [0.14, 0.08, 0.21], [0.12, -0.02, -0.21], [-0.19, -0.21, 0.12], [-0.11, 0.25, -0.05], [-0.06, -0.07, 0.25], [0.10, -0.15, -0.18], [0.15, 0.08, -0.03], [-0.04, 0.04, 0.11], [-0.06, -0.07, -0.07], [-0.05, -0.02, -0.14], [0.11, -0.23, -0.12], [0.08, -0.10, 0.21], [0.00, 0.23, -0.16], [-0.14, -0.09, -0.11], [0.19, 0.04, -0.05], [-0.15, 0.18, 0.09], [0.06, -0.16, 0.21], [-0.24, 0.12, 0.00], [0.20, 0.16, -0.14], [0.17, 0.21, -0.03], [0.04, -0.21, 0.16], [-0.26, 0.04, -0.01], [0.17, 0.24, 0.08], [0.13, -0.09, -0.30], [-0.06, -0.21, 0.18], [-0.26, 0.02, 0.04], [0.16, -0.09, 0.14], [-0.06, -0.15, -0.25], [-0.08, -0.15, -0.29], [-0.18, 0.22, 0.24], [-0.03, -0.31, 0.17], [0.26, 0.08, -0.10], [0.33, -0.26, -0.53], [-0.19, -0.63, 0.48], [-0.07, 0.10, 0.11], [0.12, 0.05, -0.01], [0.01, -0.03, 0.11], [-0.02, 0.08, 0.06], [-0.07, -0.02, -0.11], [0.15, 0.04, -0.05], [-0.05, 0.11, 0.05], [-0.06, -0.05, 0.08], [-0.13, -0.07, -0.14], [-0.09, -0.14, 0.10], [0.18, -0.18, -0.08], [-0.02, 0.03, -0.05], [1.31, -0.18, 2.58], [-0.38, 0.75, -1.56], [-0.04, -0.65, 0.48], [0.13, -0.30, -0.65], [0.09, -0.08, -0.31], [-0.24, -0.18, 0.08], [0.25, 0.00, 0.16], [-0.17, 0.07, -0.24], [-0.04, -0.16, 0.03], [0.05, 0.06, 0.03], [-0.14, -0.01, 0.03], [-0.02, -0.05, 0.08], [0.44, -0.49, -1.00], [0.56, 1.39, 0.96], [-0.13, -0.77, -0.86], [0.08, 0.93, 1.25], [-0.01, 0.02, 0.04], [-0.11, 0.08, 0.02], [0.07, -0.02, 0.19], [-0.13, 0.02, 0.00], [0.27, -3.47, 1.19], [-0.97, 2.51, 1.14], [0.67, -1.06, -0.98], [-0.32, 1.13, 0.17], [-0.17, -0.34, 2.01], [0.21, 0.22, -0.62], [0.74, 1.40, -2.72], [-0.04, 0.07, -0.08], [-0.02, 0.03, 0.01], [0.01, 0.07, -0.01], [-0.07, 0.05, 0.05], [0.10, 0.14, -0.20]]}